Record 1
21
Properties=species:S:1:pos:R:3 method="wB97M-V/def2-TZVPD" charge=+1 de_lowest_ev=6.9091 energy_ev=-14936.672 e_homo_ev=-12.7
H 1.90 1.50 -0.28
C -2.97 1.65 -0.45
H 0.72 2.40 0.60
C 0.93 -0.90 0.21
C 0.21 -2.07 -0.20
N -1.90 -1.31 0.45
C 0.28 0.38 0.35
C -0.99 0.65 0.26
O -3.15 -1.51 0.37
O -1.94 1.48 0.50
H 0.72 -2.91 -0.51
N -1.15 -2.16 -0.23
N 1.10 1.48 0.28
H -3.25 2.75 -0.28
H 2.76 -0.18 0.97
H 2.74 -1.99 0.84
H 2.85 -0.93 -0.64
H -1.47 -3.04 -0.83
H -2.53 1.51 -1.46
C 2.38 -1.03 0.37
H -3.84 1.01 -0.11



Record 2
36
Properties=species:S:1:pos:R:3 method="wB97M-V/def2-TZVPD" charge=-2 de_lowest_ev=0.0334 energy_ev=-65177.414 e_homo_ev=-1.1
H 0.58 -2.06 2.58
Cd 1.07 0.55 -0.97
C -1.16 0.42 2.91
C -0.82 -1.38 -0.34
H -1.57 -2.98 -1.59
H 0.06 -3.29 1.43
C -1.45 0.73 0.34
H -1.05 -2.73 2.69
H -2.42 -0.76 -2.50
H -1.39 1.49 2.99
C -1.16 -0.04 1.48
H -0.01 -2.31 -2.11
C -0.61 -2.57 -1.23
H -1.61 2.65 -0.61
C -1.90 0.14 -2.17
H -1.20 0.43 -2.96
H -1.54 2.73 1.15
H -1.89 -0.13 3.51
C -0.77 -1.33 1.05
S 2.81 1.47 -3.87
C 1.79 1.98 1.80
H 4.06 1.33 0.29
C -1.24 -0.09 -0.82
S 1.04 2.15 -3.06
C -0.27 -2.41 1.98
H -3.03 2.22 0.35
S 2.66 -0.58 -3.90
N 2.04 1.55 0.72
C -1.93 2.15 0.31
H 4.56 0.52 -0.88
O 4.88 1.03 -0.12
H -0.18 0.28 3.38
O 1.58 2.44 2.90
H -0.08 -3.37 -0.72
S 2.82 -1.16 -1.93
H -2.64 0.94 -2.09



Record 3
21
Properties=species:S:1:pos:R:3 method="wB97M-V/def2-TZVPD" de_lowest_ev=1.9190 energy_ev=-11546.485 smiles="CC(C)=C=O.CC(C)=O" e_homo_ev=-8.4
H 2.05 1.17 -0.62
H -2.99 -0.62 -0.14
H 0.30 0.04 2.53
H -2.63 0.68 0.97
C 1.28 -0.35 0.66
C 1.03 0.51 1.87
C 0.52 -1.38 0.34
H -1.94 0.24 -2.59
H 2.40 -0.48 -1.19
H -1.21 -1.16 -1.88
C -1.18 0.61 -0.64
H 0.68 1.50 1.58
H 3.29 0.22 0.17
H -2.00 -0.91 1.24
C -1.10 -0.09 -1.97
O 0.37 -2.46 -0.11
O -0.78 1.70 -0.39
H 1.96 0.63 2.43
H -0.14 0.15 -2.41
C -2.21 -0.18 0.46
C 2.31 0.16 -0.32



Record 4
146
Properties=species:S:1:pos:R:3 method="wB97M-V/def2-TZVPD" spin_multiplicity=2 charge=-1 s2=0.7670 energy_ev=-122463.375 e_homo_ev="-2.2 / -6.1"
N 16.61 -6.07 -16.43
O 15.62 -2.41 -10.45
C 23.78 -7.24 -8.13
H 14.85 -4.84 -18.06
C 22.99 -4.63 -14.57
N 24.78 -6.93 -9.11
C 26.15 -8.01 -20.31
C 22.66 -6.36 -7.99
C 22.17 -10.47 -11.17
C 16.22 -5.76 -9.57
C 26.36 -7.43 -19.03
C 20.38 -1.55 -21.51
H 20.23 -0.93 -18.11
C 26.16 -1.23 -13.35
O 19.08 1.00 -19.59
H 18.71 -10.78 -11.08
C 18.01 -3.07 -11.86
H 12.49 -4.98 -18.03
C 25.81 -2.35 -14.07
C 26.30 -3.57 -13.61
H 25.77 -4.26 -19.91
H 15.15 -7.94 -15.07
C 18.45 -5.77 -23.77
H 27.14 -0.21 -11.85
C 12.99 -5.58 -17.28
H 16.24 -12.31 -15.12
H 20.05 -1.15 -22.46
H 21.89 -2.79 -22.40
C 15.16 -6.27 -16.45
O 18.00 0.01 -21.28
H 17.15 -3.15 -12.52
N 22.41 -12.57 -12.55
C 20.71 -6.14 -14.67
H 22.28 -3.90 -16.47
O 16.37 -14.71 -12.29
H 23.93 -4.10 -14.62
C 18.23 -5.64 -21.36
H 22.82 -9.59 -5.95
H 20.17 -5.23 -16.54
C 13.17 -7.35 -15.53
C 20.88 -5.29 -15.73
H 11.34 -6.51 -16.24
C 21.44 -2.49 -21.46
H 21.23 -1.95 -10.16
H 20.79 -5.92 -7.23
H 19.11 -1.44 -9.11
H 17.95 -13.11 -11.30
O 24.94 -5.81 -9.52
H 18.05 -5.76 -24.77
C 22.62 -5.45 -13.47
H 20.94 -8.01 -5.73
C 15.32 -6.12 -12.18
C 21.86 -2.95 -20.26
H 26.22 -9.09 -20.34
H 22.56 -10.68 -10.17
C 17.99 -10.18 -13.06
O 17.30 -6.58 -15.68
O 12.37 -4.45 -10.98
H 23.28 -5.48 -12.62
H 12.70 -8.09 -14.90
C 26.07 -6.11 -18.84
C 22.90 -8.65 -6.48
O 27.81 -1.91 -9.54
H 21.35 -3.39 -12.06
N 25.88 -5.57 -17.45
C 16.67 -6.40 -11.84
C 19.83 -6.05 -23.60
O 17.11 -5.29 -17.23
C 19.85 -1.02 -20.30
C 19.57 -5.95 -21.18
C 25.88 -5.33 -19.95
C 16.82 -11.92 -14.30
O 21.71 -6.87 -11.28
O 16.09 -14.51 -14.41
H 27.55 -4.48 -12.11
H 19.35 -4.21 -13.18
O 26.57 -6.11 -16.58
C 14.94 -5.32 -9.95
C 25.84 -7.26 -21.44
H 24.76 -8.95 -7.20
C 27.04 -3.57 -12.42
C 14.45 -5.58 -11.26
C 17.92 -2.32 -10.72
O 16.66 -0.88 -9.30
C 17.36 -10.62 -14.25
C 19.20 -3.59 -12.31
N 18.84 0.05 -20.37
N 16.62 -1.78 -10.20
H 16.65 -5.15 -22.70
C 23.87 -8.36 -7.36
N 20.14 -5.97 -19.79
H 22.57 -5.64 -8.78
C 21.32 -2.45 -19.07
O 29.15 -3.25 -10.54
H 14.23 -5.00 -9.21
H 22.73 -9.66 -11.63
C 20.36 -3.11 -11.75
H 17.65 -5.58 -20.45
H 17.19 -9.91 -15.05
C 17.04 -6.36 -10.49
C 25.67 -5.91 -21.19
H 25.74 -7.64 -22.45
C 20.39 -1.42 -19.06
C 20.32 -2.33 -10.61
O 25.07 -4.63 -17.31
H 19.82 -6.74 -14.76
H 21.76 -2.70 -18.11
O 12.63 -5.49 -12.72
C 12.40 -6.58 -16.39
C 20.38 -6.16 -22.32
C 21.75 -7.80 -6.41
H 16.66 -5.74 -8.58
H 18.39 -9.18 -12.98
N 21.10 -6.95 -12.33
H 26.56 -8.12 -18.22
N 16.51 -14.08 -13.34
C 18.09 -11.06 -11.92
H 26.18 -4.50 -14.15
O 25.53 -7.75 -9.53
H 21.12 -10.19 -11.07
O 19.36 -5.93 -18.87
H 20.38 -6.28 -24.50
C 27.43 -2.39 -11.73
C 17.04 -12.72 -13.18
N 13.08 -5.19 -11.65
C 22.04 -4.50 -15.60
C 14.56 -7.23 -15.64
C 14.39 -5.46 -17.31
C 21.64 -6.57 -7.10
C 17.66 -5.52 -22.62
C 19.17 -2.06 -9.99
C 26.95 -1.21 -12.21
H 25.38 -5.26 -21.99
H 25.76 -0.34 -13.82
O 21.40 -6.02 -19.75
H 21.36 -6.59 -22.21
H 18.04 -6.65 -10.22
H 22.66 -3.68 -20.22
O 20.07 -7.56 -12.36
H 15.02 -6.24 -13.21
C 21.49 -6.16 -13.48
N 28.23 -2.44 -10.50
H 17.34 -6.66 -12.65
H 25.22 -2.24 -14.97
C 17.64 -12.36 -12.01
C 22.30 -11.66 -11.94



Record 5
94
Properties=species:S:1:pos:R:3 method="wB97M-V/def2-TZVPD" charge=+1 de_lowest_ev=0.0000 energy_ev=-82003.308 e_homo_ev=-11.5
H 1.65 4.90 -2.10
O 3.72 2.88 -3.45
C 4.38 0.05 0.10
H 0.12 -0.04 -4.32
H 1.34 5.79 2.55
O -2.47 -2.11 3.03
H -1.43 1.79 6.21
C 0.29 -0.76 -5.12
C -0.28 -2.15 -4.72
H 0.69 -8.19 0.66
O -0.24 -0.34 -6.36
H -1.37 -2.13 -4.76
H -2.65 5.02 0.59
H -1.56 2.82 3.92
S 0.45 -0.01 0.69
O 2.83 -4.56 2.25
H 0.05 0.96 5.75
C -0.61 2.41 4.28
H 0.13 -2.85 -5.44
N 1.00 -1.59 1.00
C -2.48 2.92 1.10
F 1.21 -3.69 0.04
H -0.26 0.61 -6.41
C 1.52 -6.86 -0.76
H 0.48 -6.97 -2.38
H -4.83 4.99 0.45
O -1.66 0.37 4.77
H 2.84 -5.31 2.86
H 0.55 3.34 -1.22
H -0.50 3.56 -2.54
O 1.90 5.03 2.41
O -3.61 0.51 -3.85
H 3.38 -4.83 1.52
C 4.81 1.14 1.06
H 2.16 3.70 0.83
H -2.49 -1.19 3.32
H 0.63 3.49 1.78
H -5.29 -3.12 1.64
H 0.03 -2.30 -3.68
H -0.01 3.24 4.64
H -2.28 2.54 0.10
H 4.44 2.11 0.74
C -0.89 1.36 5.36
O -0.86 0.35 1.22
H -3.00 2.08 1.57
O -4.49 4.09 0.52
H 0.86 4.89 0.74
Hg 1.67 -2.61 2.82
C -3.21 4.24 1.11
H -3.36 4.64 2.11
H -2.53 -1.24 -2.33
H 3.40 -0.40 0.26
O 0.30 -6.86 -1.44
H -4.31 -3.86 2.93
H -2.42 0.84 4.41
F 1.39 0.61 1.87
C -3.29 -2.25 1.90
H -5.08 -2.27 3.14
H -0.10 1.96 3.43
O 0.72 5.15 -2.16
C -4.57 -2.92 2.44
H 0.78 -6.54 1.25
H -1.73 0.85 -3.07
H 2.49 2.09 -2.04
O 4.47 0.82 2.40
H 5.90 1.23 1.06
H -2.05 -0.27 -0.99
C 2.79 1.91 -3.07
H 3.21 0.91 -3.18
O -0.71 -2.46 -0.59
C -0.08 4.10 -1.69
H 4.53 0.41 -0.91
C -2.83 -0.37 -1.75
H 3.80 2.99 -4.40
O 0.95 0.74 -0.46
O 1.51 -1.82 -1.50
C 1.32 -7.30 0.69
H -2.77 -2.80 1.12
C -2.76 0.79 -2.73
H -3.83 -0.54 -1.34
H 1.98 -5.88 -0.82
H -3.01 1.71 -2.20
H -3.59 -1.32 1.43
H 2.19 -7.59 1.28
H 4.27 1.63 2.87
H 1.95 1.95 -3.78
S 0.69 -2.21 -0.36
H -4.05 1.33 -4.06
H -0.84 4.59 -1.08
C 1.37 4.19 1.40
H 5.14 -0.74 0.18
H -1.51 3.08 1.58
H 1.37 -0.89 -5.20
H 2.26 -7.57 -1.13



Record 6
44
Properties=species:S:1:pos:R:3 method="wB97M-V/def2-TZVPD" charge=+2 de_lowest_ev=0.0000 energy_ev=-37873.836 e_homo_ev=-15.0
H -3.06 -0.32 -1.73
H -1.62 -0.30 3.57
H 2.54 -2.74 3.01
O -0.90 5.22 0.05
H -3.95 1.93 1.61
C -0.85 -0.77 2.92
H -0.05 -1.21 3.56
C 2.50 -1.28 -0.49
H -1.25 6.13 0.17
La 0.17 0.70 1.37
H -1.77 1.98 -1.93
H 4.84 -1.19 1.36
C 1.12 -2.25 -2.25
H -1.02 4.83 0.95
C -0.06 -2.52 -2.90
H 3.08 -2.21 -0.63
P 2.43 -1.03 1.32
C -2.54 2.13 -1.17
N 0.02 -0.88 -0.62
H 3.56 -3.18 1.58
H 1.76 -3.37 1.56
C 1.14 -1.46 -1.13
H 2.08 -2.66 -2.57
C 4.11 -0.41 1.61
H -4.77 1.02 0.29
H 2.55 3.78 -2.53
P -2.35 0.92 0.17
H -1.30 -1.55 2.29
O 2.01 3.38 -1.81
H -0.09 -3.12 -3.79
C -2.50 -0.60 -0.82
H -3.54 2.01 -1.62
H 4.17 -0.13 2.67
H -3.10 -1.35 -0.27
H 4.28 0.50 1.02
H -2.39 3.15 -0.77
C -3.96 1.01 1.02
H -4.06 0.17 1.72
C -1.16 -1.18 -1.25
C 2.60 -2.75 1.91
H 1.68 4.15 -1.31
H -2.20 -2.11 -2.81
C -1.22 -1.97 -2.37
H 3.05 -0.44 -0.96



Record 7
17
Properties=species:S:1:pos:R:3 method="wB97M-V/def2-TZVPD" de_lowest_ev=5.6341 energy_ev=-9899.970 e_homo_ev=-9.0
H 1.08 -0.12 -1.91
C -1.31 0.83 0.59
C 0.00 -1.09 -0.49
H 0.20 -1.13 1.96
H 1.99 0.65 0.81
H -0.09 -2.19 -0.46
H 0.41 2.32 0.06
C 0.59 -1.04 0.98
H -1.33 0.17 1.55
C 0.02 1.28 0.02
C 1.25 0.23 0.22
N 1.27 -0.52 -1.03
C -1.03 -0.01 -0.71
O -0.46 1.23 -1.34
H 1.41 -1.81 0.81
H -1.97 -0.34 -1.31
H -2.04 1.54 0.24



Record 8
33
Properties=species:S:1:pos:R:3 method="wB97M-V/def2-TZVPD" de_lowest_ev=0.7154 energy_ev=-21785.739 smiles="C[C@H](N)CNC(=O)O.O.O.O.O.O" e_homo_ev=-9.1
C 0.38 1.11 1.42
O -2.26 0.87 2.15
N -0.58 0.18 0.86
H 2.35 2.35 -1.14
H -1.03 -0.51 -2.50
O 1.34 -2.29 1.00
H -0.24 2.61 -0.07
H 2.24 0.94 -0.31
H 0.82 -1.52 0.73
O 0.00 -2.10 -3.21
H -2.55 -2.54 -1.49
H 1.30 -2.33 1.96
H 3.58 -1.08 1.03
H 0.69 -1.61 -2.75
H -1.77 0.72 -2.10
O 3.77 -0.38 0.39
C 0.66 2.17 0.35
H -0.20 -2.81 -2.56
C 1.57 1.67 -0.80
O -0.87 0.39 -2.17
H 0.05 1.70 2.27
O -2.66 -0.72 0.59
H -1.51 -2.31 -0.44
H -0.34 -0.09 -0.09
H 1.33 0.60 1.61
H 2.37 3.14 0.97
H 1.19 1.11 -1.65
H 1.13 4.17 0.46
H 3.77 -0.88 -0.43
O -1.61 -2.68 -1.33
H -3.15 0.60 2.44
C -1.91 0.07 1.12
N 1.38 3.33 0.95



Record 9
8
Properties=species:S:1:pos:R:3 method="wB97M-V/def2-TZVPD" de_lowest_ev=4.9772 energy_ev=-9071.321 smiles="[H]/N=c1/nno[nH]1" e_homo_ev=-9.6
H -0.73 1.59 2.37
C -0.20 0.45 0.58
H 0.88 -1.24 1.52
N -0.44 0.58 -0.88
N 0.75 -0.44 0.60
N 0.09 -0.45 -1.38
N -0.92 1.29 1.29
O 0.60 -1.24 -0.59



Record 10
18
Properties=species:S:1:pos:R:3 method="wB97M-V/def2-TZVPD" de_lowest_ev=0.3833 energy_ev=-7322.646 smiles=CC(C)NCN e_homo_ev=-8.5
C -0.08 -1.68 1.23
N -1.45 1.34 -1.97
N -0.70 0.39 0.17
H -2.42 1.45 -1.70
H 0.28 -1.15 -0.80
C 0.31 -0.65 0.18
H -1.12 -1.96 1.08
H 2.41 -1.05 0.31
C 1.74 -0.19 0.42
H 0.55 -2.56 1.15
H -0.86 2.41 -0.29
H 2.09 0.57 -0.27
H -1.11 0.63 1.06
H -1.35 0.38 -2.29
H 0.04 -1.23 2.22
H 0.41 1.57 -1.13
H 1.88 0.23 1.42
C -0.61 1.47 -0.77



Record 11
18
Properties=species:S:1:pos:R:3 method="wB97M-V/def2-TZVPD" de_lowest_ev=2.2541 energy_ev=-7320.775 smiles="C=CN.CNC" e_homo_ev=-8.0
H 1.82 0.36 1.25
H 0.52 1.49 -2.66
H -1.68 2.59 -0.08
H 0.66 -0.01 2.44
H -0.75 -3.00 1.23
C -0.90 1.16 -1.33
C 1.41 -0.46 1.84
C -0.49 -1.94 1.29
H -0.78 -1.72 2.33
H 0.14 -0.27 -2.21
N -0.12 0.70 -2.33
H 2.19 -0.87 2.41
N 0.81 -1.48 0.95
H -0.45 3.19 -1.39
H -1.54 0.31 -1.05
C -0.90 2.39 -0.81
H -1.17 -1.36 0.61
H 1.53 -2.12 0.82